The following is a DFT calculation (ωB97M-V/def2-TZVPD) of a structure of composition C30H29N3O2 at a distorted geometry.

```
! wB97M-V def2-TZVPD RIJCOSX def2/J DEFGRID3
* xyz 0 1
C 0.364 -0.870 2.742
C -0.188 0.368 2.029
C 0.777 1.426 2.065
N 1.578 2.287 2.223
C -1.533 0.795 2.473
C -2.536 -0.163 2.799
C -3.844 0.235 3.082
C -4.177 1.594 3.143
C -3.177 2.554 2.926
C -1.868 2.164 2.625
H -0.395 -1.631 2.940
H 1.160 -1.362 2.154
H 0.799 -0.555 3.729
H -2.282 -1.218 2.897
H -4.614 -0.514 3.282
H -5.209 1.909 3.332
H -3.406 3.619 3.020
H -1.079 2.924 2.615
C 2.912 -6.105 1.640
O 1.988 -5.052 1.291
C 2.512 -3.929 0.728
C 1.600 -2.868 0.488
C 2.092 -1.655 0.050
C 3.456 -1.530 -0.313
C 4.370 -2.565 -0.097
C 3.899 -3.764 0.453
N 3.650 -0.251 -0.825
C 4.930 0.270 -1.294
C 2.461 0.436 -0.780
C 1.453 -0.369 -0.224
C 0.105 -0.006 0.090
C -0.420 1.138 -0.617
C 0.133 2.408 -0.475
N -0.554 3.329 -1.217
C -0.246 4.746 -1.245
C -1.581 2.687 -1.897
C -1.536 1.294 -1.570
C -2.323 0.424 -2.311
C -3.189 0.953 -3.319
O -3.974 0.203 -4.145
C -3.942 -1.227 -4.021
C -3.260 2.351 -3.552
C -2.440 3.214 -2.846
H 2.292 -6.891 2.072
H 3.429 -6.476 0.746
H 3.645 -5.748 2.375
H 0.543 -3.007 0.684
H 5.425 -2.449 -0.326
H 4.599 -4.585 0.651
H 5.706 -0.467 -1.059
H 4.927 0.444 -2.378
H 5.173 1.217 -0.797
H 2.345 1.446 -1.169
H -0.576 -0.818 0.372
H 1.013 2.695 0.075
H -0.969 5.252 -1.888
H -0.299 5.172 -0.233
H 0.769 4.916 -1.627
H -2.248 -0.656 -2.153
H -4.712 -1.576 -4.713
H -2.963 -1.616 -4.319
H -4.182 -1.529 -2.997
H -3.921 2.697 -4.341
H -2.463 4.286 -3.042
*
```

Values from the calculation:
Strongest force on any atom in eV/Å: 4.4
E_tot in eV: -40143.4652
Highest occupied orbital energy in eV: -7.21
Energy relative to the best compared isomer or geometry (same formula, charge and spin) in kcal per mole: 102.0